# 1
C28H33N2O3SSiV | ωB97M-V/def2-TZVPD

The geometry in XYZ format:
```
69
Properties=species:S:1:pos:R:3:forces:R:3
V -0.345 0.004 0.403 0.80 -0.09 -0.38
S 3.105 -0.727 -0.764 0.16 0.01 -0.15
Si 1.220 2.868 -0.540 -0.39 -0.41 0.09
O 0.356 -1.635 0.954 0.89 -0.99 0.36
O 0.731 1.405 -0.040 0.67 0.63 -0.11
O -0.910 -0.617 -1.291 -0.60 -0.46 -0.84
N -0.244 0.459 2.410 -0.27 0.57 0.78
N -1.913 1.177 0.540 -1.15 0.55 0.68
C -3.150 0.228 -1.315 0.04 0.15 0.24
C -3.715 -1.603 -3.330 -0.10 0.06 0.04
C -2.043 5.513 -0.671 0.03 -0.10 0.00
C -2.953 1.148 -0.217 -0.01 -0.19 -0.14
C -2.460 3.724 -2.226 0.08 0.05 0.03
C 1.600 -1.006 2.897 -0.15 0.28 0.04
C 2.196 -2.964 1.621 0.03 -0.10 -0.13
C 2.682 -1.255 3.755 -0.07 0.14 0.04
C -2.455 -1.565 -2.789 0.05 -0.04 -0.09
C 2.122 3.756 0.819 0.16 0.20 0.25
C -4.423 0.185 -1.916 -0.03 0.11 0.13
C -1.226 3.167 -1.909 0.05 0.21 0.02
C 1.358 -1.853 1.792 -0.56 0.22 0.16
C 4.901 -0.407 -0.730 -0.09 -0.04 0.01
C 0.663 0.061 3.215 0.08 -0.32 -0.05
C -1.296 1.386 2.870 0.23 -0.15 -0.40
C 3.266 -3.175 2.460 0.03 0.03 0.16
C 2.275 2.799 -2.062 0.19 -0.04 -0.26
C 3.527 -2.316 3.539 0.03 -0.12 -0.13
C -0.367 3.775 -0.979 -0.27 0.14 -0.09
C 5.468 -1.058 -1.988 0.03 0.07 0.00
C 3.094 -1.260 -2.512 0.01 0.09 0.11
C -1.811 2.148 1.646 0.16 -0.41 -0.12
C -0.805 4.952 -0.364 -0.04 -0.01 -0.16
C -2.125 -0.647 -1.769 0.06 0.26 0.09
C -4.719 -0.715 -2.903 0.02 -0.13 -0.13
C -2.870 4.900 -1.606 0.08 -0.05 0.05
C 4.437 -0.820 -3.088 -0.02 -0.06 0.03
H 2.239 -0.802 -3.008 0.03 -0.03 -0.02
H -5.709 -0.751 -3.341 0.05 0.00 0.00
H 2.001 -3.617 0.780 0.01 0.02 0.04
H 2.930 3.114 1.190 -0.09 0.10 -0.04
H 2.394 3.802 -2.492 -0.01 -0.14 0.04
H -0.173 5.440 0.374 -0.04 -0.01 -0.05
H 0.707 0.481 4.222 0.06 0.02 0.07
H 4.371 -2.493 4.192 -0.03 0.00 -0.02
H -5.182 0.877 -1.561 0.03 -0.04 -0.02
H -1.084 2.908 1.364 -0.06 -0.02 -0.09
H -0.929 2.233 -2.380 -0.03 0.06 0.03
H 4.673 -1.372 -4.000 0.01 0.04 -0.01
H -2.112 0.797 3.288 -0.05 -0.13 0.08
H -0.928 2.063 3.641 0.04 0.08 0.06
H 2.847 -0.585 4.596 -0.03 -0.07 -0.06
H 6.445 -0.640 -2.242 -0.02 -0.04 0.00
H 1.459 3.984 1.663 0.11 -0.04 -0.08
H 5.311 -0.822 0.191 0.04 0.02 -0.05
H -1.675 -2.238 -3.124 -0.04 0.02 0.03
H -2.768 2.629 1.844 -0.10 0.06 0.03
H 3.267 2.398 -1.836 -0.05 -0.02 -0.04
H 5.070 0.672 -0.735 0.05 -0.04 0.00
H -2.367 6.422 -0.177 0.03 -0.01 -0.03
H -3.833 5.335 -1.846 0.02 0.00 -0.01
H 2.569 4.697 0.472 -0.06 -0.11 0.07
H 3.919 -4.022 2.283 -0.03 0.02 0.01
H -3.765 1.845 -0.007 -0.04 0.05 -0.07
H 1.811 2.152 -2.816 0.07 0.09 0.06
H 5.590 -2.133 -1.826 0.00 0.04 0.00
H -3.105 3.235 -2.949 0.02 0.01 0.02
H 4.403 0.246 -3.332 -0.01 -0.03 -0.01
H 2.987 -2.344 -2.546 -0.02 0.00 -0.07
H -3.942 -2.336 -4.096 0.02 0.04 -0.01
```
Positions in Å, forces in eV/Å.

Values from the calculation:
Lowest unoccupied orbital energy (spin up / spin down) ... 0.3 / 0.0 eV
Energy ... -3053.8759 a.u.
ΔE to the lowest compared entry with this formula, charge and spin ... 21.7 kJ/mol
Charge ... 0
HOMO-LUMO gap (spin up / spin down) ... 0.27501 / 0.28424 hartree
Spin multiplicity ... 3

Here are the Mulliken charges for atoms 1 to 4, given in e: 0.28 0.21 0.37 -1.10

=====

# 2
C5H7N | ωB97M-V/def2-TZVPD

The geometry in XYZ format:
```
13
Properties=species:S:1:pos:R:3:forces:R:3
N -0.124 1.814 -0.194 1.53 1.67 0.01
C -2.522 -0.932 -0.133 2.06 1.70 0.01
C -1.571 -0.166 0.045 -2.69 -2.40 -0.69
C -0.266 0.453 0.263 1.06 0.23 0.53
C 0.822 -0.245 -0.493 2.61 -3.75 0.12
C 1.666 -1.156 0.120 -1.37 1.93 0.80
H -3.311 -1.617 -0.439 0.52 0.66 0.44
H -0.015 0.396 1.354 -0.30 -0.40 -0.65
H 1.012 -0.152 -1.622 -0.83 0.45 1.87
H 1.614 -1.415 1.265 0.05 0.57 -2.46
H -0.724 2.432 0.336 0.07 0.24 0.04
H 2.511 -1.519 -0.459 -0.21 -0.34 0.22
H 0.909 2.108 -0.043 -2.51 -0.55 -0.24
```
Positions in Å, forces in eV/Å.

Values from the calculation:
Lowest unoccupied orbital energy ... 1.0 eV
Energy ... -249.3454 a.u.
ΔE to the lowest compared entry with this formula, charge and spin ... 335.6 kJ/mol
Charge ... 0
SMILES ... C#C[C@H](N)C=C
HOMO-LUMO gap ... 0.38901 hartree

Here are the Mulliken charges for atoms 1 to 4, given in e: -0.74 -0.06 -0.67 0.62

=====

> Look up the charge of the second one.

0